C8H20AgFNO7 as an isolated structure in a non-equilibrium geometry. Source: the OMol25 dataset; level of theory: ωB97M-V/def2-TZVPD.

Positions of all 38 atoms, in Å:
Ag (-0.4933, -0.8040, -0.6451)
F (-1.1408, -2.6691, -2.0051)
N (-1.3951, 1.5583, -3.2072)
O (-1.9853, 0.9457, -4.1116)
O (-0.9340, 2.7103, -3.3995)
O (-1.2523, 1.0280, -2.0592)
C (-3.2782, -1.6565, 0.4683)
O (-2.4519, -0.5151, 0.5352)
C (-2.4934, 0.0985, 1.7997)
C (-1.6974, 1.3644, 1.7980)
O (-0.3597, 1.0537, 1.4617)
C (0.4541, 2.2045, 1.3880)
H (-2.9172, -2.4672, 1.1126)
H (-3.2942, -1.9743, -0.5739)
H (-4.3190, -1.4508, 0.7631)
H (-2.1001, -0.6053, 2.5537)
H (-3.5281, 0.2935, 2.1156)
H (-1.7353, 1.7964, 2.8103)
H (-2.0713, 2.0810, 1.0558)
H (0.1365, 2.8176, 0.5336)
H (1.4635, 1.8589, 1.1833)
H (0.3643, 2.7966, 2.3055)
C (1.6189, -1.5944, 1.6959)
O (1.1748, -2.0845, 0.4311)
C (2.1521, -2.0752, -0.6036)
C (2.7224, -0.7276, -0.9782)
O (1.6990, 0.2026, -1.2735)
C (2.2213, 1.4295, -1.7355)
H (2.0901, -0.6157, 1.5950)
H (2.2852, -2.3258, 2.1619)
H (0.6974, -1.4544, 2.2549)
H (1.6484, -2.5396, -1.4581)
H (2.9454, -2.7965, -0.3487)
H (3.4126, -0.8215, -1.8292)
H (3.3666, -0.3305, -0.1696)
H (2.8376, 1.8967, -0.9572)
H (1.3779, 2.0714, -1.9965)
H (2.7784, 1.3007, -2.6717)

Computed properties:
DFT total energy = -1144.9190 hartree
molecular weight = 369.114 Da
Kohn-Sham gap = 7.169 eV
strongest force on any atom = 1.57 eV/A
total charge = -1

These are the Mulliken partial charges, in e, on atoms 1 to 8: Ag 0.97; F -0.86; N 0.76; O -0.62; O -0.64; O -0.51; C -0.88; O -0.20

C8H20AsF6MgNO7 as an isolated structure in a non-equilibrium geometry. Source: the OMol25 dataset; level of theory: ωB97M-V/def2-TZVPD.

Positions of all 44 atoms, in Å:
Mg (0.0564, -0.0609, 0.3054)
N (-0.3352, 0.1698, 3.3984)
O (-0.2140, -0.2847, 2.1948)
O (-0.0890, 1.3751, 3.5480)
O (-0.6271, -0.5799, 4.3111)
As (-3.2612, 1.4015, -0.0506)
F (-3.5108, -0.2741, 0.3322)
F (-1.5121, 1.1772, 0.2125)
F (-2.9204, 3.0905, -0.4221)
F (-4.9729, 1.5962, -0.3724)
F (-3.4861, 1.8656, 1.6423)
F (-3.0019, 1.0125, -1.7650)
C (-1.6729, -2.7293, 0.4210)
O (-0.8451, -1.7565, -0.2008)
C (-0.6586, -2.0554, -1.5981)
C (0.0943, -0.9762, -2.4000)
O (0.0250, 0.1879, -1.5752)
C (-0.0208, 1.3946, -2.3375)
H (-1.7396, -2.5209, 1.4841)
H (-1.4071, -3.7683, 0.2099)
H (-2.6702, -2.6406, -0.0201)
H (-1.6615, -2.1802, -2.0126)
H (-0.1212, -3.0035, -1.6778)
H (-0.2674, -0.8195, -3.4139)
H (1.1584, -1.2213, -2.4902)
H (0.8313, 1.4147, -3.0203)
H (0.0251, 2.2269, -1.6410)
H (-0.9801, 1.5081, -2.8421)
C (2.0673, -2.3659, 0.7700)
O (1.7655, -0.9947, 0.4966)
C (2.9408, -0.2119, 0.3210)
C (2.6515, 1.3140, 0.5106)
O (1.2584, 1.5662, 0.4512)
C (0.9392, 2.9350, 0.7743)
H (1.2349, -2.8481, 1.2798)
H (2.9014, -2.4197, 1.4676)
H (2.2365, -2.8562, -0.1904)
H (3.2989, -0.3437, -0.7048)
H (3.7589, -0.4946, 0.9825)
H (3.1399, 1.7585, -0.3589)
H (3.1052, 1.6121, 1.4543)
H (1.2182, 3.2040, 1.7913)
H (-0.1423, 3.0363, 0.7202)
H (1.4108, 3.5592, 0.0143)

Computed properties:
DFT total energy = -3933.3792 hartree
molecular weight = 455.463 Da
Kohn-Sham gap = 8.600 eV
strongest force on any atom = 2.62 eV/A

These are the Mulliken partial charges, in e, on atoms 1 to 8: Mg 0.28; N 0.84; O -0.66; O -0.59; O -0.65; As 2.11; F -0.44; F -0.46

A 3-piece molecular cluster, C8H20BFO8S3Si overall in a non-equilibrium geometry. Source: the OMol25 dataset; level of theory: ωB97M-V/def2-TZVPD.

Positions of all 42 atoms, in Å:
O (-4.3638, -3.7365, -0.1053)
S (-4.0208, -3.2171, -1.5301)
O (-5.3831, -2.9528, -2.2819)
F (-3.0433, -4.3595, -2.3614)
Si (-3.0873, -1.2318, -1.3806)
B (-3.1469, -0.4915, -3.1639)
O (-4.3495, 0.2962, -3.5583)
O (-1.9999, -0.7810, -4.0683)
H (-3.9902, -0.4233, -0.5372)
H (-1.7664, -1.2649, -0.7680)
H (-5.0358, -0.3245, -3.9442)
H (-1.8655, -1.7837, -3.9748)
C (1.6364, -2.6522, 2.5579)
C (1.6812, -1.5353, 3.5996)
C (0.8207, -0.3861, 3.0771)
S (-0.4180, -1.1277, 2.0248)
O (-0.1928, -0.6842, 0.6651)
O (-1.7125, -1.0279, 2.6688)
C (0.1710, -2.8026, 2.1772)
H (2.0484, -3.5877, 2.9475)
H (2.2249, -2.3622, 1.6793)
H (1.2691, -1.9035, 4.5470)
H (2.7061, -1.2043, 3.7942)
H (0.3301, 0.1519, 3.8921)
H (1.4075, 0.3098, 2.4712)
H (0.0240, -3.3375, 1.2374)
H (-0.3965, -3.2853, 2.9785)
C (1.3214, 4.0940, -0.5631)
C (1.5511, 3.5088, -1.9557)
C (2.8146, 2.6523, -1.8906)
S (2.9395, 2.0735, -0.2050)
O (4.1183, 2.6599, 0.3972)
O (2.6777, 0.6485, -0.1695)
C (1.5048, 2.9358, 0.4063)
H (0.3280, 4.5426, -0.4699)
H (2.0659, 4.8736, -0.3623)
H (0.6948, 2.8825, -2.2340)
H (1.6442, 4.2927, -2.7138)
H (2.7545, 1.7948, -2.5656)
H (3.7088, 3.2405, -2.1141)
H (1.6733, 3.2592, 1.4349)
H (0.6561, 2.2468, 0.3618)

Computed properties:
SMILES = O=S(=O)(F)[SiH2]B(O)O.O=S1(=O)CCCC1.O=S1(=O)CCCC1
DFT total energy = -2527.4663 hartree
molecular weight = 398.337 Da
Kohn-Sham gap = 9.580 eV
strongest force on any atom = 8.21 eV/A

These are the Mulliken partial charges, in e, on atoms 1 to 8: O -0.52; S 0.96; O -0.56; F -0.27; Si 0.16; B 0.80; O -0.57; O -0.55

C8H20BrO4Sr as an isolated structure in a non-equilibrium geometry. Source: the OMol25 dataset; level of theory: ωB97M-V/def2-TZVPD.

Positions of all 34 atoms, in Å:
Sr (0.7211, -0.7748, -1.4709)
Br (-1.9203, -1.3608, -2.7402)
C (-1.0014, 2.2759, -2.2596)
O (0.2125, 1.5429, -2.2769)
C (1.2495, 2.3973, -1.6830)
C (1.2599, 2.3338, -0.1684)
O (1.1596, 0.9676, 0.2676)
C (1.0567, 0.9579, 1.7078)
H (-1.8417, 1.6293, -2.5123)
H (-1.0873, 3.1433, -2.9141)
H (-1.2271, 2.5776, -1.2368)
H (1.2410, 3.4237, -2.0496)
H (2.2329, 2.0884, -2.0374)
H (0.4087, 2.9172, 0.1827)
H (2.1094, 2.8651, 0.2607)
H (0.9168, -0.0271, 2.1531)
H (0.1611, 1.4861, 2.0351)
H (1.9803, 1.3512, 2.1325)
C (-2.3169, 0.3143, 0.3809)
O (-1.1419, -0.5653, 0.4708)
C (-1.5199, -1.8885, 0.8579)
C (-0.1891, -2.6784, 1.3017)
O (0.8121, -2.5616, 0.2919)
C (2.0726, -3.2518, 0.6615)
H (-2.9791, 0.0530, -0.4445)
H (-2.0505, 1.3623, 0.2434)
H (-2.9348, 0.2134, 1.2732)
H (-1.9746, -2.4954, 0.0749)
H (-2.1584, -1.9266, 1.7405)
H (-0.5018, -3.7226, 1.3042)
H (-0.0347, -2.3318, 2.3235)
H (2.6952, -2.7272, 1.3862)
H (2.6903, -3.3082, -0.2348)
H (1.8997, -4.2803, 0.9785)

Computed properties:
DFT total energy = -3222.3124 hartree
molecular weight = 347.768 Da
Kohn-Sham gap = 7.850 eV
strongest force on any atom = 3.14 eV/A
total charge = +1

These are the Mulliken partial charges, in e, on atoms 1 to 8: Sr 1.54; Br -0.68; C -0.75; O -0.30; C -0.62; C -0.53; O -0.12; C -0.92

C8H20F4Li5N4O18S4 as an isolated structure in a non-equilibrium geometry. Source: the OMol25 dataset; level of theory: ωB97M-V/def2-TZVPD.

Positions of all 63 atoms, in Å:
Li (-2.1615, 2.4027, -0.1477)
Li (1.0030, 0.9188, 2.8829)
Li (-0.7681, 2.4528, -2.1449)
Li (1.2697, -1.6492, 1.8856)
Li (-0.4751, -0.1000, -3.0061)
N (1.6483, -0.7702, 3.6587)
S (0.8797, -1.2087, 5.1455)
O (0.7144, -0.1722, 6.1032)
O (0.9960, -2.5957, 5.5081)
F (-0.5737, -1.1509, 4.4153)
S (3.0958, -1.0601, 4.2510)
O (3.5392, -2.4295, 4.2768)
O (3.5496, -0.1377, 5.2496)
F (3.8976, -0.5360, 2.9524)
N (0.6605, 1.6751, -3.2664)
S (2.2214, 1.6983, -3.0711)
O (2.6445, 2.6565, -2.0808)
O (3.0692, 1.4209, -4.1833)
F (2.3276, 0.3543, -2.1709)
S (0.6385, 2.7144, -4.6210)
O (0.5559, 1.9755, -5.8332)
O (1.1077, 4.0621, -4.5412)
F (-0.9337, 3.0677, -4.3366)
N (-3.1511, 0.4329, -1.7735)
O (-3.6613, -0.5697, -2.2150)
O (-2.1706, 0.9700, -2.4040)
O (-3.4828, 0.9023, -0.6484)
N (0.2121, 0.4231, -0.0637)
O (-0.2228, 1.6084, -0.0777)
O (-0.1244, -0.3325, -0.9731)
O (0.7769, -0.0012, 0.9447)
C (1.8814, 2.7987, 5.1295)
O (1.3257, 2.7487, 3.8020)
C (2.0203, 3.5620, 2.8796)
C (3.3412, 2.9459, 2.4767)
O (2.9249, 1.7426, 1.8101)
C (3.7578, 1.4539, 0.6703)
H (1.2345, 2.1454, 5.7171)
H (1.6770, 3.7802, 5.5575)
H (2.8885, 2.4261, 5.2923)
H (2.1095, 4.5999, 3.2330)
H (1.4092, 3.7614, 1.9942)
H (3.9432, 2.6693, 3.3479)
H (3.9568, 3.6732, 1.9438)
H (4.7577, 1.1900, 1.0246)
H (3.8427, 2.2544, -0.0612)
H (3.3374, 0.5417, 0.2499)
C (-4.8199, -3.1620, -5.2961)
O (-4.6185, -3.1579, -3.9064)
C (-4.4059, -4.4369, -3.3157)
C (-4.0112, -4.2071, -1.8915)
O (-2.7615, -3.5226, -1.9065)
C (-2.3109, -3.1966, -0.6092)
H (-5.8715, -3.3145, -5.5425)
H (-4.1791, -3.9300, -5.7576)
H (-4.3744, -2.2589, -5.7186)
H (-3.6460, -4.9659, -3.8983)
H (-5.3483, -4.9849, -3.4216)
H (-3.8919, -5.1563, -1.3529)
H (-4.7213, -3.6214, -1.3011)
H (-2.2737, -4.1397, -0.0528)
H (-2.9445, -2.4806, -0.0759)
H (-1.3119, -2.7807, -0.7358)

Computed properties:
DFT total energy = -3919.7306 hartree
molecular weight = 699.223 Da
Kohn-Sham gap = 6.930 eV
strongest force on any atom = 7.34 eV/A
total charge = +1

These are the Mulliken partial charges, in e, on atoms 1 to 8: Li 0.86; Li 0.90; Li 0.86; Li 0.88; Li 0.86; N -0.21; S 0.90; O -0.51

A 4-piece molecular cluster, C8H20FNO4S2 overall in a non-equilibrium geometry. Source: the OMol25 dataset; level of theory: ωB97M-V/def2-TZVPD.

Positions of all 36 atoms, in Å:
N (2.3179, 2.4570, 2.0677)
H (2.6439, 1.6276, 2.2775)
H (1.5628, 2.1853, 1.6464)
H (2.6895, 2.9779, 1.4056)
H (2.1014, 2.9776, 2.9180)
F (1.5638, -0.0188, 0.8403)
C (1.4234, -1.2286, -2.0897)
C (0.0830, -1.2741, -2.9995)
C (0.6165, -0.4133, -4.3058)
S (2.2682, -0.9969, -4.5351)
O (3.1320, 0.1437, -4.7265)
O (2.2592, -2.0277, -5.4247)
C (2.7026, -1.6423, -2.8760)
H (1.5188, -1.7630, -1.1378)
H (1.4909, -0.3043, -1.6755)
H (-0.7559, -0.9668, -2.7631)
H (-0.1742, -2.2089, -3.3703)
H (0.6140, 0.5574, -4.0200)
H (0.0613, -0.5436, -5.1091)
H (3.7212, -1.3400, -2.5799)
H (2.8198, -2.7097, -3.1088)
C (-2.6128, -0.5366, 1.6137)
C (-2.9125, -0.7798, 3.1003)
C (-2.1976, 0.1718, 3.9899)
S (-2.0089, 1.7237, 2.9859)
O (-0.6475, 2.2589, 3.0903)
O (-3.1203, 2.5654, 3.2525)
C (-2.0744, 0.8949, 1.3955)
H (-3.3174, -0.9922, 0.8997)
H (-1.8587, -1.1578, 1.3197)
H (-2.5952, -1.8184, 3.3844)
H (-4.0922, -0.7529, 3.2790)
H (-1.1400, -0.1504, 4.1584)
H (-2.6913, 0.6868, 5.0584)
H (-0.9161, 0.8070, 1.3057)
H (-2.4752, 1.5912, 0.7329)

Computed properties:
DFT total energy = -1568.5235 hartree
molecular weight = 277.383 Da
Kohn-Sham gap = 8.632 eV
strongest force on any atom = 11.38 eV/A

These are the Mulliken partial charges, in e, on atoms 1 to 8: N -0.16; H 0.30; H 0.07; H 0.34; H 0.37; F -0.87; C -0.74; C -1.14

> Number 5 is which compound?

C8H20F4Li5N4O18S4

> Which value of strongest force on any atom does entry 1 give?

1.57 eV/A

> DFT total energy of number 4 (C8H20BrO4Sr)?

-3222.3124 hartree